No. 1
Density functional theory data (wB97M-V/def2-TZVPD) for a structure of composition C10H6F3N2O4S in a non-equilibrium geometry.

Output
Energy above the lowest of the compared OMol25 structures with the same formula, charge and spin = 840.5 kJ/mol
Lowest unoccupied orbital energy = 1.0 eV
Spin multiplicity = 1
Charge = -1
DFT total energy = -1492.5531 Eh
Gap between HOMO and LUMO = 0.1597 hartree

Geometry as XYZ:
```
26
C10H6F3N2O4S | the OMol25 dataset | wB97M-V/def2-TZVPD
C -0.69433 -2.45538 -0.12063
N 0.62609 -1.60539 -0.85297
O 0.27247 -0.70967 -1.60574
O 1.80737 -1.80909 -0.50349
H 0.00123 -3.24113 0.36977
H -1.18966 -2.79444 -1.06642
F -1.53337 -7.27484 3.11423
C -0.51270 -6.99630 2.26431
F 0.62875 -6.96944 3.00367
F -0.43705 -8.00844 1.36893
S -2.61631 -4.24071 1.20267
N 2.47457 -4.49649 1.37103
C 2.06398 -5.07484 0.37713
O 1.72742 -5.66793 -0.60403
C -1.45845 -3.25298 1.95832
C 0.13313 -3.21908 1.99424
C 0.48267 -1.86128 2.36916
C -0.11247 -0.85951 1.70219
C -1.18747 -1.31317 0.72222
C -2.09658 -2.04961 1.59892
C 1.42396 -4.04848 2.38099
O 1.73760 -4.13181 3.55837
H 1.17234 -1.76074 3.22737
H 0.09359 0.19978 1.94948
H -1.57457 -0.48067 0.10017
H -3.18511 -1.89442 1.49155
```

=====

No. 2
Density functional theory data (wB97M-V/def2-TZVPD) for a structure of composition C4H8O2 in a non-equilibrium geometry.

Output
Energy above the lowest of the compared OMol25 structures with the same formula, charge and spin = 459.0 kJ/mol
Lowest unoccupied orbital energy = 0.8 eV
Spin multiplicity = 1
Charge = 0
DFT total energy = -307.5376 Eh
Gap between HOMO and LUMO = 0.3294 hartree

Geometry as XYZ:
```
14
C4H8O2 | the OMol25 dataset | wB97M-V/def2-TZVPD
C 1.88475 0.63520 0.17363
C 0.45017 0.14215 0.11137
O -0.08418 -0.28902 1.36595
C -1.32970 -0.61133 0.76951
C -0.90910 -0.36468 -0.69309
O -1.51182 0.54612 -1.51546
H 2.05438 1.50183 0.81015
H 2.48765 -0.19153 0.58982
H 2.25017 0.85107 -0.83147
H 0.64611 -0.75208 -0.49173
H -2.10885 0.10669 1.03533
H -1.63160 -1.62859 1.02823
H -0.89561 -1.31614 -1.29418
H -1.30238 1.37032 -1.05806
```

=====

No. 3
Density functional theory data (wB97M-V/def2-TZVPD) for a structure of composition B4F16Mn in a non-equilibrium geometry.

Output
Energy above the lowest of the compared OMol25 structures with the same formula, charge and spin = 121.2 kJ/mol
Lowest unoccupied orbital energy (spin up / spin down) = 5.7 / 5.7 eV
Spin multiplicity = 6
Charge = -2
DFT total energy = -2849.3603 Eh
Gap between HOMO and LUMO (spin up / spin down) = 0.3356 / 0.4276 hartree

Geometry as XYZ:
```
21
B4F16Mn | the OMol25 dataset | wB97M-V/def2-TZVPD
Mn -0.02373 0.06163 -0.11409
B 0.53138 -2.48769 0.06854
F 0.96254 -1.58672 -0.85420
F 1.59015 -3.19132 0.62429
F -0.01782 -1.67586 1.11515
F -0.35335 -3.38318 -0.40738
B -2.70624 -0.09613 0.00104
F -3.18337 -1.15614 0.81869
F -3.58566 0.57171 -0.82028
F -2.02374 0.88421 0.80077
F -1.73631 -0.57675 -0.81082
B 0.12260 2.11910 -1.59929
F 0.09121 2.11828 -0.26688
F 1.07512 3.01486 -2.00560
F 0.52977 0.80241 -1.95344
F -1.06921 2.22360 -2.25480
B 1.95534 0.48722 1.57492
F 2.63463 1.50279 2.03161
F 0.62357 0.62070 1.78408
F 2.08434 0.36923 0.20106
F 2.49885 -0.62200 2.06666
```